# 1
The following is a quantum chemistry calculation of a 2-piece molecular cluster, C5H11N3O2 overall, from OMol25.

* Kohn-Sham gap (alpha / beta): 6.97 / 6.97 eV
* energy above the lowest of the compared OMol25 structures with the same formula, charge and spin: 3.409 eV
* HOMO energy (alpha / beta): -6.28 / -6.28 eV
* E_tot: -511.78092 Ha

Structure (ORCA input):
```
! wB97M-V def2-TZVPD RIJCOSX def2/J DEFGRID3
* xyz 0 1
C 0.123 -1.143 2.312
C 0.190 1.472 0.045
C 1.013 -1.330 -0.557
C -1.562 -1.702 -0.553
C -0.436 -0.788 -0.571
N -0.415 2.730 0.174
N 1.436 1.505 -0.721
N -0.569 0.466 -0.356
O 0.582 -0.116 2.444
O -0.304 -2.212 2.314
H 1.786 -0.601 -0.791
H 1.188 -1.694 0.456
H 1.025 -2.129 -1.285
H -1.715 -2.250 0.350
H -2.621 -1.178 -0.668
H -1.439 -2.513 -1.400
H -0.047 3.357 -0.541
H -0.271 3.192 1.112
H 1.335 2.347 -1.364
H 2.209 1.812 -0.202
H -1.508 0.772 -0.198
*
```


# 2
The following is a quantum chemistry calculation of C5H11N3O2S2 in the gas phase, from OMol25.

* Kohn-Sham gap (alpha / beta): 6.94 / 6.94 eV
* energy above the lowest of the compared OMol25 structures with the same formula, charge and spin: 2.760 eV
* HOMO energy (alpha / beta): -7.67 / -7.67 eV
* E_tot: -1308.12667 Ha

Structure (ORCA input):
```
! wB97M-V def2-TZVPD RIJCOSX def2/J DEFGRID3
* xyz 0 1
C -1.255 0.737 0.121
C -2.184 0.022 1.158
C 1.027 -0.245 0.111
C -1.773 1.822 -0.744
C 2.929 1.264 0.252
N 0.018 0.463 0.046
N -0.553 -2.091 -1.013
N 2.323 -0.085 0.456
O 1.738 -2.820 -0.696
O 0.205 -2.448 1.299
S -3.334 -0.688 -0.033
S 0.703 -2.103 0.015
H -1.602 -0.841 1.795
H -2.633 0.687 1.906
H -1.926 1.424 -1.743
H -1.115 2.618 -0.960
H -2.743 2.106 -0.311
H 2.417 1.896 1.013
H 4.016 1.244 0.409
H 2.795 1.553 -0.813
H -1.534 -1.744 -0.740
H -0.430 -1.828 -1.949
H 2.912 -0.946 0.422
*
```


# 3
The following is a quantum chemistry calculation of an isolated ion of composition C5H11N4O and charge +1, from OMol25.

* Kohn-Sham gap: 7.55 eV
* energy above the lowest of the compared OMol25 structures with the same formula, charge and spin: 7.275 eV
* HOMO energy: -11.75 eV
* E_tot: -490.91962 Ha
* SMILES string: C/C(N)=C(/C=C=[NH2+])NON

Structure (ORCA input):
```
! wB97M-V def2-TZVPD RIJCOSX def2/J DEFGRID3
* xyz 1 1
C 0.763 1.116 -0.812
C 1.813 1.499 -0.185
C -0.241 0.093 -0.776
C -0.035 -1.141 -0.088
C -1.036 -2.279 -0.079
N 1.122 -1.167 0.656
N -1.543 0.364 -1.206
N -2.024 0.975 1.068
N 3.090 1.583 0.024
O -2.240 1.246 -0.296
H 0.486 2.076 -1.450
H 1.746 -0.392 0.400
H -1.926 -2.000 0.520
H -0.652 -3.223 0.200
H -1.388 -2.307 -1.112
H 1.268 -1.978 1.232
H -2.944 0.984 1.432
H -1.629 1.852 1.461
H 3.863 1.081 -0.576
H 3.574 2.135 0.684
H -2.066 -0.516 -1.098
*
```


# 4
The following is a quantum chemistry calculation of an isolated ion of composition C5H11N4S and charge +1, from OMol25.

* Kohn-Sham gap: 8.25 eV
* energy above the lowest of the compared OMol25 structures with the same formula, charge and spin: 2.716 eV
* HOMO energy: -11.71 eV
* E_tot: -814.01395 Ha

Structure (ORCA input):
```
! wB97M-V def2-TZVPD RIJCOSX def2/J DEFGRID3
* xyz 1 1
C 1.284 -0.752 1.109
C 0.803 0.231 0.322
C -0.029 -2.426 -0.040
C -0.581 2.236 0.347
C -0.036 -0.153 -0.809
N 1.081 -2.056 0.856
N 0.805 1.670 0.368
N -0.500 -1.399 -0.870
N -1.466 1.213 -0.134
S 0.073 0.671 -2.417
H 1.799 -0.571 2.040
H 0.224 -3.421 -0.629
H -1.021 -2.726 0.434
H -0.884 2.776 1.248
H -0.522 3.157 -0.370
H 1.487 -2.818 1.458
H 1.391 2.228 1.118
H -0.718 -1.700 -1.812
H -1.976 0.679 0.536
H -1.995 1.497 -0.921
H 0.784 1.662 -1.833
*
```


# 5
The following is a quantum chemistry calculation of an isolated ion of composition C5H11N5 and charge +2, from OMol25.

* Kohn-Sham gap: 9.22 eV
* energy above the lowest of the compared OMol25 structures with the same formula, charge and spin: 1.431 eV
* HOMO energy: -17.58 eV
* E_tot: -470.23173 Ha
* SMILES string: [NH2+]=C1NCN[C@]12C=[NH+]CN2

Structure (ORCA input):
```
! wB97M-V def2-TZVPD RIJCOSX def2/J DEFGRID3
* xyz 2 1
C -0.043 0.052 0.159
C 1.272 -0.740 0.254
C 1.897 1.376 -0.147
C -2.339 -0.391 -0.751
C -1.238 0.250 1.236
N 0.481 1.331 -0.129
N 2.320 0.033 -0.141
N -2.360 0.244 0.634
N -0.967 -0.547 -0.900
N 1.338 -2.061 0.496
H 2.356 1.947 -1.067
H 2.243 1.875 0.831
H -2.981 -1.274 -0.685
H -2.780 0.339 -1.401
H -1.287 0.644 2.176
H -0.084 2.048 -0.690
H 3.208 -0.297 -0.600
H -3.177 0.554 1.187
H -0.618 -0.395 -1.829
H 0.516 -2.487 0.718
H 2.242 -2.500 0.651
*
```


# 6
The following is a quantum chemistry calculation of C5H11N5O in the gas phase, from OMol25.

* Kohn-Sham gap: 7.82 eV
* energy above the lowest of the compared OMol25 structures with the same formula, charge and spin: 4.225 eV
* HOMO energy: -7.58 eV
* E_tot: -545.95820 Ha
* SMILES string: CC1(C)N=C(N)N=C(N)N1O

Structure (ORCA input):
```
! wB97M-V def2-TZVPD RIJCOSX def2/J DEFGRID3
* xyz 0 1
C 0.850 -1.447 1.522
C 0.465 -1.139 0.189
C 1.172 -2.032 -1.078
C -1.636 -0.068 -0.081
C 0.063 1.337 0.062
H 0.056 -0.803 2.173
H 1.948 -0.904 1.530
H 0.836 -2.551 1.702
H 1.162 -3.106 -0.806
H 2.273 -1.806 -1.230
H 0.691 -2.022 -2.132
H -2.981 -1.191 -0.839
H -3.605 0.408 -0.536
H -0.090 3.390 0.392
H 1.439 2.650 0.352
H 2.228 1.364 -1.335
N -0.907 -1.231 0.196
N -2.919 -0.365 -0.351
N -1.209 1.192 0.246
N 0.440 2.708 -0.053
N 0.786 0.398 -0.050
O 2.152 0.719 -0.359
*
```


# 7
The following is a quantum chemistry calculation of an isolated ion of composition C5H11N6 and charge +1, from OMol25.

* Kohn-Sham gap: 8.08 eV
* energy above the lowest of the compared OMol25 structures with the same formula, charge and spin: 6.554 eV
* HOMO energy: -12.56 eV
* E_tot: -525.21786 Ha

Structure (ORCA input):
```
! wB97M-V def2-TZVPD RIJCOSX def2/J DEFGRID3
* xyz 1 1
C -1.010 0.465 -1.140
C -0.825 -1.968 -0.527
C 2.029 1.558 0.270
C -0.645 -2.607 1.791
C 0.855 2.505 0.043
N -1.400 0.765 -2.264
N -1.186 1.973 -2.763
N -0.418 2.664 -2.033
N -0.056 2.198 -0.954
N -0.510 -2.829 0.375
N -0.986 -0.633 -0.252
H -0.793 -2.278 -1.610
H 1.933 0.989 1.245
H 3.003 2.070 0.299
H 1.992 0.897 -0.656
H -1.793 -2.608 2.008
H -0.067 -3.383 2.463
H -0.094 -1.733 2.153
H 1.217 3.576 -0.229
H 0.224 2.569 0.991
H -0.486 -3.864 0.093
H -0.985 -0.326 0.696
*
```


# 8
The following is a quantum chemistry calculation of an isolated ion of composition C5H11N6O2 and charge +1, from OMol25.

* Kohn-Sham gap: 9.53 eV
* energy above the lowest of the compared OMol25 structures with the same formula, charge and spin: 7.369 eV
* HOMO energy: -13.04 eV
* E_tot: -675.65471 Ha
* SMILES string: [O-]/[N+](=N/O)C1=NC[N@H+]2CNCN1C2

Structure (ORCA input):
```
! wB97M-V def2-TZVPD RIJCOSX def2/J DEFGRID3
* xyz 1 1
C -1.531 0.081 1.037
C 0.859 -0.481 1.042
C 1.030 0.263 -1.555
C -0.638 -1.276 -0.793
C -1.042 1.007 -1.168
N -2.350 2.933 -0.493
N -2.180 1.984 -1.265
N -0.136 0.411 1.425
N 0.093 1.287 -1.624
N -1.416 -0.097 -0.453
N 0.783 -0.880 -0.577
O -1.228 3.130 0.351
O -2.910 1.790 -2.213
H -1.918 -0.901 1.410
H -2.067 1.019 1.051
H 1.867 -0.066 1.244
H 0.569 -1.471 1.522
H 0.990 -0.372 -2.515
H 1.944 0.834 -1.390
H -1.076 -2.076 -0.011
H -0.619 -1.527 -1.860
H -0.152 1.441 1.169
H -1.500 3.815 1.070
H 1.537 -1.509 -0.771
*
```


# 9
The following is a quantum chemistry calculation of a 2-piece molecular cluster, C5H11NO overall, from OMol25.

* Kohn-Sham gap: 8.81 eV
* energy above the lowest of the compared OMol25 structures with the same formula, charge and spin: 4.089 eV
* HOMO energy: -7.96 eV
* E_tot: -326.98106 Ha
* SMILES string: C=CCNC=C.O

Structure (ORCA input):
```
! wB97M-V def2-TZVPD RIJCOSX def2/J DEFGRID3
* xyz 0 1
C 0.911 -2.715 -0.367
C 0.350 -1.527 -0.074
N -0.890 -1.122 -0.611
C -0.979 0.342 -1.025
C 0.122 2.451 -0.670
C -0.304 1.286 -0.097
H 0.525 -3.290 -1.120
H 1.836 -3.125 -0.034
H 0.958 -0.739 0.321
H -1.064 -1.736 -1.391
H -2.032 0.673 -1.175
H -0.625 0.453 -2.118
H -0.162 3.417 -0.216
H 0.714 2.476 -1.706
H -0.887 1.397 0.790
H 1.133 0.998 2.804
H 0.222 0.084 3.703
O 0.173 0.679 2.985
*
```


# 10
The following is a quantum chemistry calculation of C5H11NO as an isolated structure, from OMol25.

* Kohn-Sham gap: 8.20 eV
* energy above the lowest of the compared OMol25 structures with the same formula, charge and spin: 4.978 eV
* HOMO energy: -7.99 eV
* E_tot: -326.94842 Ha

Structure (ORCA input):
```
! wB97M-V def2-TZVPD RIJCOSX def2/J DEFGRID3
* xyz 0 1
C 0.682 -1.846 0.596
C -0.378 -0.976 1.084
C -0.114 0.168 1.879
N 0.853 0.955 -0.106
C -0.335 1.107 -0.728
O -1.455 0.642 -0.263
C -0.454 1.828 -2.055
H 0.572 -2.842 1.055
H 0.568 -1.987 -0.479
H 1.690 -1.517 0.798
H -1.409 -1.268 0.893
H -0.279 -1.029 2.664
H -0.914 0.836 2.113
H 0.894 0.521 2.035
H 1.591 1.343 -0.648
H -0.878 1.117 -2.751
H 0.488 2.221 -2.328
H -1.171 2.619 -1.862
*
```